Entry 1:
Computed, not measured: a cluster of 3 separate species, C22H49BCl2O11P2 in total, with ωB97M-V/def2-TZVPD.

LUMO level: -0.019 hartree
E_HOMO: -0.3621 Ha
Multiplicity: 1
Structure (SMILES): CCOCCOCB(CCCCl)CC(=O)Cl.CCOP(=O)(OCC)OCC.CCOP(=O)(OCC)OCC
Frontier orbital gap: 9.33 eV

Last column: Löwdin charge in e.
Element x y z (Å)
C  0.43963  -2.66790  8.96640  -0.06
C  -0.67567  -3.55861  8.35111  -0.24
O  -1.31810  -2.80822  7.28457  -0.17
C  -1.29801  -3.58236  6.09011  -0.21
C  -2.10270  -2.83247  5.02858  -0.20
O  -1.40923  -1.67836  4.53372  -0.14
C  -2.34225  -0.94706  3.74176  -0.16
B  -1.67101  0.31829  3.00903  -0.19
C  -0.96091  1.40308  3.92797  -0.10
C  0.60999  1.34642  3.90765  -0.27
C  1.24268  2.40731  2.98148  -0.57
Cl  3.04374  2.18693  2.90449  0.54
C  -1.81602  0.39301  1.40983  -0.06
C  -0.48624  0.50508  0.67101  -0.76
O  0.53863  0.08252  1.01511  0.06
Cl  -0.53593  1.44172  -0.89200  0.65
H  0.23101  -2.48522  10.03294  0.07
H  1.40974  -3.17913  8.82731  0.07
H  0.50261  -1.70711  8.42938  0.08
H  -0.28640  -4.48556  7.89770  0.10
H  -1.47774  -3.82173  9.06537  0.12
H  -1.84451  -4.52933  6.29800  0.13
H  -0.26994  -3.78654  5.72932  0.14
H  -3.02468  -2.43937  5.51428  0.13
H  -2.46030  -3.47634  4.19702  0.13
H  -3.21633  -0.56724  4.32858  0.13
H  -2.73263  -1.64576  2.96309  0.11
H  -1.26855  1.20268  4.97019  0.11
H  -1.24842  2.42786  3.60803  0.11
H  0.95052  1.61249  4.92780  0.11
H  1.01884  0.33600  3.73214  0.11
H  0.97816  3.41935  3.33297  0.08
H  0.89766  2.34169  1.94008  0.05
H  -2.32740  -0.50918  1.02332  0.12
H  -2.39381  1.30784  1.16157  0.11
O  -5.07856  3.79385  -3.98281  -0.22
P  -4.88806  2.52518  -4.76112  0.61
O  -6.42118  1.94292  -4.82381  -0.21
C  -7.35639  2.59117  -5.68094  -0.29
C  -7.09130  2.28345  -7.14480  -0.08
O  -4.28347  1.56692  -3.56730  -0.22
C  -3.69429  2.13461  -2.39906  -0.32
C  -4.70842  2.21919  -1.27403  -0.07
O  -4.36456  1.37066  -5.86101  -0.20
C  -3.22345  1.72550  -6.66537  -0.28
C  -1.97768  1.94344  -5.82824  -0.08
H  -7.34280  3.67088  -5.50375  0.11
H  -8.34541  2.22295  -5.40572  0.12
H  -6.15359  2.73832  -7.47743  0.06
H  -7.89426  2.67325  -7.77270  0.08
H  -7.00441  1.20872  -7.30611  0.08
H  -3.25650  3.10970  -2.61755  0.10
H  -2.87465  1.48144  -2.09797  0.05
H  -5.63484  2.69248  -1.59972  0.07
H  -4.30476  2.78418  -0.43048  0.07
H  -4.97304  1.21759  -0.92708  0.08
H  -3.45829  2.62176  -7.24719  0.11
H  -3.06347  0.90831  -7.36876  0.12
H  -2.08536  2.81333  -5.17182  0.07
H  -1.10994  2.11029  -6.46835  0.08
H  -1.78476  1.08005  -5.19090  0.09
O  5.43116  -0.69606  -3.14169  -0.22
P  5.72178  -0.91695  -1.68593  0.61
O  7.35578  -0.75629  -1.64843  -0.21
C  7.90938  0.54780  -1.79056  -0.29
C  7.71472  1.38568  -0.53806  -0.08
O  5.61206  -2.55960  -1.63797  -0.22
C  4.90755  -3.27664  -2.64796  -0.30
C  5.85767  -3.76749  -3.72334  -0.08
O  5.64626  -0.92644  -0.01248  -0.20
C  4.41569  -0.45003  0.57307  -0.29
C  3.23031  -1.31803  0.20254  -0.07
H  7.47513  1.04763  -2.66196  0.11
H  8.97600  0.41969  -1.97975  0.12
H  6.65793  1.62331  -0.38550  0.06
H  8.26243  2.32671  -0.61418  0.08
H  8.05571  0.84693  0.34629  0.08
H  4.10671  -2.66851  -3.07051  0.10
H  4.43211  -4.13328  -2.16390  0.11
H  6.49895  -2.96621  -4.09086  0.07
H  5.30490  -4.18768  -4.56602  0.08
H  6.51775  -4.53900  -3.32177  0.07
H  4.24710  0.58456  0.26127  0.10
H  4.55628  -0.44939  1.65376  0.11
H  3.01839  -1.26684  -0.87151  0.08
H  2.33867  -0.99468  0.73670  0.05
H  3.42659  -2.36415  0.44287  0.09

Entry 2:
Computed, not measured: a structure of composition C22H49BaNO17S5, with ωB97M-V/def2-TZVPD.

LUMO level: 0.006 hartree
Energy relative to the best compared isomer or geometry (same formula, charge and spin): 337.8 kJ/mol
E_HOMO: -0.1962 Ha
Multiplicity: 1
Frontier orbital gap: 5.49 eV

Last column: Löwdin charge in e.
Element x y z (Å)
Ba  -0.89204  -0.30405  0.16724  1.96
O  -3.08642  -1.88983  0.83066  -0.51
C  -3.90406  -1.29226  1.78077  -0.45
C  -4.03990  0.32417  1.56737  -0.41
O  -2.92858  1.20254  1.47092  -0.50
H  -3.58678  -1.53526  2.79487  0.05
H  -4.91532  -1.69424  1.84294  0.07
H  -4.64265  0.66240  2.41022  0.07
H  -4.61413  0.44767  0.64916  0.05
O  -2.37630  0.55499  -1.97179  -0.44
S  -3.47612  0.75249  -2.94656  0.70
O  -3.80657  2.05440  -3.44211  -0.28
O  -3.14772  -0.23144  -4.23528  -0.26
C  -4.09751  -0.29416  -5.26578  -0.31
C  -3.52101  -0.70318  -6.61742  -0.06
C  -5.07632  0.02337  -2.33793  -0.07
H  -4.58313  0.67490  -5.38061  0.12
H  -4.91599  -0.98209  -5.05377  0.12
H  -4.09990  -0.49583  -7.51742  0.08
H  -3.15400  -1.72939  -6.60016  0.08
H  -2.62955  -0.12818  -6.86797  0.07
H  -5.45182  0.62551  -1.51057  0.07
H  -4.89420  -0.99294  -1.98858  0.08
H  -5.77730  -0.05653  -3.16879  0.06
O  0.33549  4.24150  -1.85736  -0.30
S  -0.48355  3.70428  -0.75220  0.72
O  -0.41925  2.28373  -0.37518  -0.48
O  -0.26882  4.69055  0.55381  -0.26
C  -0.78419  4.26618  1.79953  -0.27
C  0.47963  4.27902  2.67470  -0.06
C  -2.29767  4.10277  -1.16656  -0.06
H  -1.09402  3.22245  1.85180  0.10
H  -1.62212  4.83975  2.19573  0.13
H  0.27767  3.96293  3.69813  0.08
H  0.72304  5.33288  2.80979  0.08
H  1.27391  3.70650  2.19571  0.07
H  -2.95424  3.70219  -0.39419  0.07
H  -2.52659  3.65205  -2.13224  0.04
H  -2.43588  5.18366  -1.19252  0.07
O  4.18143  0.29170  -0.42429  -0.33
S  3.03768  1.19130  -0.06373  0.71
O  1.70682  0.65394  -0.03687  -0.43
O  3.46466  1.99474  1.34104  -0.25
C  3.73772  1.17975  2.45999  -0.29
C  3.87502  2.11280  3.65285  -0.05
C  3.12125  2.58655  -1.33198  -0.06
H  4.64332  0.58062  2.36496  0.11
H  3.03491  0.34792  2.41281  0.10
H  2.91663  2.62726  3.72298  0.06
H  4.59189  2.92368  3.52372  0.08
H  4.10162  1.64914  4.61293  0.08
H  4.11278  3.03894  -1.34955  0.07
H  2.42528  3.37387  -1.04237  0.04
H  2.92049  2.18983  -2.32716  0.06
O  1.23112  0.32563  4.84072  -0.30
S  0.12512  -0.25650  4.03688  0.70
O  0.19270  -0.17044  2.56721  -0.49
O  -0.04546  -1.86656  4.40199  -0.25
C  -0.31499  -2.21626  5.74212  -0.30
C  0.36263  -3.57260  6.01748  -0.06
C  -1.44005  0.42857  4.56846  -0.09
H  -1.37995  -2.27287  5.96737  0.12
H  0.09048  -1.52499  6.48093  0.12
H  1.44241  -3.42437  6.00350  0.08
H  0.07263  -4.39837  5.36778  0.07
H  0.16024  -3.84062  7.05445  0.08
H  -2.15903  -0.18545  4.02611  0.06
H  -1.57636  1.46992  4.27670  0.08
H  -1.53827  0.27669  5.64335  0.07
O  0.63186  -1.21336  -2.08777  -0.42
S  1.23215  -0.92893  -3.41083  0.76
O  1.49091  0.47251  -3.84046  -0.31
O  2.64247  -1.84076  -3.59129  -0.25
C  3.30965  -1.59443  -4.78482  -0.33
C  4.82255  -1.55984  -4.52322  -0.04
C  0.14730  -1.63378  -4.80906  -0.07
H  2.92729  -0.74720  -5.35412  0.11
H  3.12029  -2.51270  -5.34070  0.12
H  5.01234  -0.79450  -3.77067  0.08
H  5.37528  -1.27792  -5.41939  0.08
H  5.09770  -2.56034  -4.18949  0.08
H  0.31682  -1.19775  -5.79356  0.07
H  -0.89939  -1.48276  -4.54499  0.04
H  0.31488  -2.71036  -4.84056  0.07
N  1.05733  -2.47398  0.70229  -0.02
C  2.29668  -2.56205  0.23496  -0.16
C  3.24291  -3.47417  0.70747  -0.05
C  2.84090  -4.49513  1.57778  -0.06
C  1.54612  -4.39530  2.14470  -0.04
C  0.64968  -3.42566  1.57207  -0.11
H  2.63147  -1.89527  -0.54588  0.08
H  4.22723  -3.52925  0.26647  0.10
H  3.53184  -5.25818  1.90452  0.10
H  1.14545  -5.09899  2.85932  0.09
H  -0.39252  -3.48768  1.84842  0.11

Entry 3:
Computed, not measured: a structure of composition C22H49ErN2OP3S, with ωB97M-V/def2-TZVPD.

LUMO level (spin up / spin down): -0.352 / -0.348 hartree
Energy relative to the best compared isomer or geometry (same formula, charge and spin): 0.0 kJ/mol
E_HOMO (spin up / spin down): -0.5446 / -0.5447 Ha
Multiplicity: 4
Frontier orbital gap (spin up / spin down): 5.23 / 5.35 eV
Total charge: +3

Last column: Mulliken spin population.
Element x y z (Å)
Er  -0.25586  -0.08189  0.07417  3.07
P  0.67986  0.61749  2.70659  0.00
P  -2.03503  2.16165  0.25002  -0.01
P  2.20132  -1.40363  -0.34806  -0.01
H  0.93062  5.45544  -5.62621  0.00
C  1.42810  4.49481  -5.80269  0.00
C  0.74714  3.35862  -6.01622  0.00
H  -0.33765  3.28385  -5.86685  0.00
C  1.91121  1.17973  3.87315  0.00
C  -0.97590  1.04145  3.30599  0.00
C  0.71302  -1.19522  2.68443  0.00
C  -2.45635  2.57375  -1.48215  0.00
C  -3.70007  2.09259  1.00057  0.00
C  -1.45110  3.81198  0.80828  0.00
C  2.65196  -1.34615  -2.11437  0.00
C  2.76488  -3.09405  0.05711  0.00
C  3.57385  -0.42005  0.37311  0.00
H  2.52074  4.52400  -5.86973  0.00
H  1.24822  2.47528  -6.43159  0.00
H  1.89755  0.53017  4.76158  0.00
H  1.70307  2.21033  4.19171  0.00
H  2.90247  1.12422  3.40183  0.00
H  -1.05779  0.70553  4.35552  0.00
H  -1.76772  0.51951  2.73869  0.00
H  -1.14307  2.12788  3.27173  0.00
H  0.49200  -1.50544  3.72552  0.00
H  1.70257  -1.57571  2.40350  0.00
H  -0.07602  -1.64954  2.05152  0.00
H  -3.35024  3.21135  -1.47127  0.00
H  -2.66528  1.65405  -2.04266  0.00
H  -1.62609  3.10651  -1.96103  0.00
H  -3.99104  3.08147  1.38132  0.00
H  -3.71205  1.36942  1.82595  0.00
H  -4.42055  1.76609  0.24054  0.00
H  -2.34472  4.40406  1.04159  0.00
H  -0.89084  4.29880  -0.00063  0.00
H  -0.81769  3.73533  1.70282  0.00
H  3.50364  -2.02203  -2.27616  0.00
H  2.92666  -0.32826  -2.41939  0.00
H  1.79966  -1.67566  -2.72517  0.00
H  3.68840  -3.27107  -0.51151  0.00
H  2.00144  -3.82213  -0.24790  0.00
H  2.96002  -3.19588  1.13237  0.00
H  4.43072  -0.54376  -0.29674  0.00
H  3.83490  -0.78292  1.37307  0.00
H  3.31664  0.64308  0.43255  0.00
C  1.31463  2.11002  -1.93865  0.00
C  2.10617  3.20652  -1.53775  0.00
C  3.31409  3.40106  -2.19633  0.00
C  3.58007  2.68022  -3.37049  0.00
C  2.65935  1.75217  -3.86598  0.00
C  1.39376  1.67652  -3.28357  0.00
O  0.70024  1.38144  -1.01416  -0.04
H  1.02641  1.22210  1.38412  0.00
H  1.77957  3.76662  -0.66074  0.00
H  4.01957  4.14503  -1.82519  0.00
H  4.48390  2.87631  -3.94800  0.00
H  2.91991  1.12737  -4.73844  0.00
H  0.56894  1.13361  -3.74872  0.00
C  -3.55518  -1.78762  2.82624  0.00
N  -3.00210  -3.03936  2.30529  0.00
C  -2.61485  -3.96590  3.37412  0.00
C  -2.44850  -3.05248  1.06903  0.00
S  -2.46841  -1.56746  0.11274  -0.01
N  -1.89269  -4.19579  0.55685  0.00
C  -2.47399  -5.54811  0.72707  0.00
C  -1.23824  -4.08145  -0.74948  0.00
H  -4.28343  -1.36328  2.11908  0.00
H  -4.04391  -2.04080  3.77797  0.00
H  -2.75366  -1.04172  3.02233  0.00
H  -3.53130  -4.41496  3.78805  0.00
H  -1.93689  -4.72884  2.99914  0.00
H  -2.12513  -3.39280  4.17322  0.00
H  -3.38296  -5.67770  0.12246  0.00
H  -1.69822  -6.23276  0.32960  0.00
H  -2.69136  -5.82506  1.76089  0.00
H  -1.98012  -3.90496  -1.54039  0.00
H  -0.52406  -3.25810  -0.73361  0.00
H  -0.67721  -5.00486  -0.95165  0.00